{"formula": "C5H13NO2", "method": "the ωB97M-V functional and the def2-TZVPD basis", "species": ["H", "H", "C", "H", "C", "H", "H", "H", "C", "H", "H", "C", "N", "H", "O", "H", "O", "H", "C", "H", "H"], "coordinates": [[2.823, 0.527, 0.204], [-1.976, -3.854, -1.917], [0.759, -0.007, -0.162], [0.984, -0.296, -1.190], [-0.679, 0.436, 0.034], [-1.360, 0.092, -0.740], [-0.861, 1.515, -0.031], [-2.364, -2.391, -1.873], [-1.601, -1.231, 1.533], [1.729, 1.077, 1.427], [1.041, 2.940, -0.251], [1.870, 2.253, -0.425], [-1.200, 0.050, 1.361], [-1.885, -1.570, 2.544], [-2.018, -3.055, -2.455], [2.779, 2.788, -0.100], [-1.657, -2.019, 0.605], [0.928, -0.932, 0.410], [1.811, 0.946, 0.358], [1.926, 2.125, -1.505], [-1.048, 0.607, 2.172]], "atomic_forces_ev_per_a": [[-0.498, -0.343, 0.170], [0.027, 0.190, 0.009], [0.538, -0.957, 0.437], [-0.210, 0.294, -0.150], [-0.720, 0.848, 0.551], [0.101, -0.665, 0.157], [0.672, 0.059, 0.090], [-0.144, 0.455, 0.637], [0.044, -0.390, -0.554], [-0.219, 0.357, 0.385], [-0.172, -0.089, 0.142], [0.429, 0.898, 0.694], [-0.187, -0.805, -0.609], [0.096, 0.508, 0.082], [0.187, -0.629, -0.573], [-0.324, 0.003, -0.291], [-0.159, -0.108, 0.084], [-0.477, -0.013, -0.258], [0.813, 0.280, -1.254], [0.094, -0.338, -0.016], [0.110, 0.446, 0.269]], "lowdin_charge": [0.111, 0.035, -0.206, 0.119, -0.174, 0.113, 0.115, -0.004, -0.359, 0.100, 0.060, -0.122, 0.031, 0.131, -0.060, 0.074, -0.001, 0.114, -0.274, 0.075, 0.122], "lumo_energy_ev": 0.77, "molar_mass_g_mol": 119.2, "fmax_ev_per_a": 1.5, "smiles": "CCCCNC=O.O", "gap_ev": 10.769, "energy_ha": -403.54645, "de_lowest_kcal_mol": 18.9, "spin_multiplicity": 1}

***

{"formula": "C5H13NO2", "method": "the ωB97M-V functional and the def2-TZVPD basis", "species": ["H", "C", "H", "H", "C", "H", "C", "C", "H", "O", "O", "H", "H", "N", "H", "H", "H", "H", "H", "C", "H"], "coordinates": [[-1.975, 1.115, -0.906], [-1.036, 2.448, 2.096], [-2.821, 2.228, 1.023], [0.502, 0.684, -2.401], [-1.249, 1.317, -0.135], [0.539, -2.235, 1.430], [-1.755, 2.018, 1.063], [-0.004, 0.869, -0.306], [0.731, 1.195, 0.426], [3.066, -2.057, -1.068], [-0.417, -2.146, 1.444], [-0.626, -1.508, 2.131], [-1.325, -0.813, -2.036], [-0.364, -1.077, -1.876], [3.189, -2.625, -0.293], [-1.469, 2.957, 2.945], [0.017, 2.192, 2.155], [3.391, -2.600, -1.794], [1.473, -0.276, -1.276], [0.467, 0.071, -1.493], [-0.333, -1.755, -1.126]], "atomic_forces_ev_per_a": [[-0.288, -0.143, -0.080], [0.085, -0.566, -0.006], [0.072, 0.069, 0.169], [0.263, 0.297, 0.253], [0.400, -0.330, 0.361], [0.030, 0.117, 0.126], [-0.163, 0.389, -0.405], [-0.376, 0.792, -0.033], [0.141, -0.358, 0.006], [0.150, -0.393, 0.360], [-0.106, -0.218, -0.154], [0.097, 0.099, -0.020], [-0.057, 0.053, 0.121], [0.609, -0.171, 0.167], [-0.020, 0.237, -0.214], [-0.083, 0.059, -0.058], [0.026, 0.255, 0.069], [-0.084, 0.108, -0.093], [0.053, -0.157, -0.252], [-0.433, -0.087, -0.357], [-0.316, -0.052, 0.039]], "lowdin_charge": [0.094, -0.008, 0.090, 0.111, -0.127, 0.030, -0.185, -0.100, 0.096, -0.057, -0.050, 0.037, 0.051, 0.002, 0.040, 0.048, 0.047, 0.043, 0.073, -0.280, 0.043], "lumo_energy_ev": 0.43, "molar_mass_g_mol": 119.2, "fmax_ev_per_a": 0.9, "smiles": "C=C/C=C/CN.O.O", "gap_ev": 8.859, "energy_ha": -403.48360, "de_lowest_kcal_mol": 58.4, "spin_multiplicity": 1}

***

{"formula": "C5H13NO2", "method": "the ωB97M-V functional and the def2-TZVPD basis", "species": ["H", "H", "H", "H", "C", "H", "H", "H", "H", "C", "C", "C", "O", "N", "C", "H", "H", "O", "H", "H", "H"], "coordinates": [[2.141, 1.924, 0.996], [-0.445, -1.308, -3.261], [-1.783, 0.522, -2.433], [-1.091, 0.201, 3.842], [-1.157, -1.471, -2.458], [-0.372, 1.435, -0.931], [2.218, 1.007, -0.385], [0.303, 0.810, 4.007], [-2.254, -0.302, -0.945], [2.199, 0.874, 0.700], [-0.108, 0.382, -1.075], [1.020, 0.014, 1.211], [-0.567, 0.794, 4.401], [0.086, -0.189, 0.246], [-1.440, -0.168, -1.658], [-0.616, -2.095, -1.723], [-2.075, -2.013, -2.671], [0.872, -0.351, 2.351], [-0.722, -0.677, 0.607], [0.669, 0.223, -1.816], [3.121, 0.388, 0.996]], "atomic_forces_ev_per_a": [[0.002, -0.300, 0.836], [-0.460, 0.029, -0.403], [-0.133, 0.411, 0.422], [0.501, 0.204, 0.174], [0.333, -0.279, 2.485], [0.880, 0.262, -0.253], [-0.106, -0.625, 0.006], [0.241, -0.292, -0.321], [0.253, 0.086, 0.220], [-0.239, -0.200, -0.349], [-2.348, 0.725, 0.534], [0.486, 2.108, -1.996], [-0.844, 0.132, 0.333], [-0.329, -1.244, 0.368], [0.889, -0.572, -2.018], [-0.119, -0.234, -0.435], [0.136, 0.103, -0.648], [0.259, -0.556, 0.513], [0.034, -0.060, -0.043], [0.320, 0.021, 0.305], [0.243, 0.279, 0.269]], "lowdin_charge": [0.088, 0.070, 0.100, 0.026, -0.109, 0.120, 0.057, -0.004, 0.106, 0.012, -0.206, -0.514, -0.076, 0.054, -0.237, 0.071, 0.068, 0.042, 0.137, 0.115, 0.080], "lumo_energy_ev": 0.74, "molar_mass_g_mol": 119.2, "fmax_ev_per_a": 2.9, "smiles": "CCCNC(C)=O.O", "gap_ev": 10.655, "energy_ha": -403.54141, "de_lowest_kcal_mol": 22.1, "spin_multiplicity": 1}

***

{"formula": "C5H13NO2", "method": "the ωB97M-V functional and the def2-TZVPD basis", "species": ["C", "N", "C", "H", "H", "H", "H", "H", "H", "C", "C", "O", "H", "H", "H", "H", "H", "H", "O", "H", "C"], "coordinates": [[0.933, 0.646, 0.001], [1.587, 1.749, 0.438], [0.974, 3.003, 0.111], [0.149, -3.162, 0.758], [-3.018, -2.427, -1.220], [0.095, -0.555, 1.849], [2.792, -0.414, 0.321], [2.232, -0.449, -1.342], [1.727, 3.775, 0.053], [-2.610, -1.538, -0.748], [-0.204, 0.089, 1.002], [-1.328, 0.350, 0.828], [0.370, 0.879, -0.905], [-2.243, -2.019, 0.162], [-1.888, -1.001, -1.339], [-3.450, -0.955, -0.359], [0.497, 2.992, -0.878], [1.298, -1.388, -0.126], [-0.046, -2.217, 0.810], [0.225, 3.146, 0.894], [1.907, -0.506, -0.310]], "atomic_forces_ev_per_a": [[2.400, 1.385, -2.493], [-1.012, -0.623, 0.680], [0.442, -0.621, -1.133], [-0.053, 0.129, 0.048], [-0.167, 0.193, -0.891], [0.889, -0.384, -0.175], [-0.162, -0.294, 0.117], [-0.068, 0.308, -0.231], [0.084, 0.369, 0.656], [-1.331, -1.307, 1.363], [-1.939, -0.951, 1.869], [0.228, 0.981, -0.433], [-0.763, -0.087, 0.189], [0.914, 0.587, -0.216], [0.134, 0.028, 0.037], [0.084, 0.383, -0.626], [-0.350, -0.134, 0.232], [0.249, -0.745, 0.118], [0.240, 0.215, 0.332], [-0.085, 0.430, 0.132], [0.265, 0.137, 0.424]], "lowdin_charge": [-0.371, 0.110, -0.080, -0.036, 0.015, 0.153, 0.090, 0.082, 0.083, -0.070, -0.175, 0.155, 0.144, 0.000, 0.012, 0.020, 0.095, 0.031, -0.352, 0.116, -0.021], "lumo_energy_ev": -3.42, "molar_mass_g_mol": 119.2, "fmax_ev_per_a": 3.7, "gap_ev": 4.899, "energy_ha": -403.28064, "de_lowest_kcal_mol": 185.7, "spin_multiplicity": 1}

***

{"formula": "C5H13NO2", "method": "the ωB97M-V functional and the def2-TZVPD basis", "species": ["C", "C", "H", "H", "H", "H", "H", "C", "H", "C", "H", "H", "O", "H", "H", "N", "O", "C", "H", "H", "H"], "coordinates": [[-0.909, 0.090, 1.696], [1.235, -1.171, -0.249], [0.154, 3.138, -1.604], [-1.537, -1.690, 2.862], [-1.918, 0.258, -0.183], [1.402, -2.283, -0.564], [3.058, 0.221, -0.179], [2.476, -0.298, -0.879], [0.257, -1.093, 3.151], [-0.137, -0.653, -0.676], [-0.198, -2.069, 1.758], [-0.833, 2.534, -0.442], [-0.557, -0.701, -1.763], [-0.200, 0.971, 1.959], [2.187, 0.389, -1.693], [-1.063, 0.059, 0.200], [-0.719, 3.267, -0.969], [-0.579, -1.254, 2.403], [3.288, -0.883, -1.378], [1.363, -1.224, 0.861], [-1.879, 0.511, 2.120]], "atomic_forces_ev_per_a": [[-0.462, 1.999, -0.248], [2.251, -0.771, 0.195], [-3.602, 0.103, 2.815], [1.562, 0.716, -0.274], [-2.239, 0.240, -1.225], [-0.776, 2.081, 0.179], [0.177, 1.030, 1.475], [-0.897, -1.543, -1.587], [-1.312, -0.228, -0.465], [-1.367, 1.808, 3.660], [-0.356, 0.685, -0.002], [0.066, -2.994, 1.614], [-0.234, -1.024, -4.543], [-0.592, -1.812, -0.311], [-0.370, -0.211, 0.597], [5.063, -1.804, 3.140], [3.553, 2.805, -4.431], [-0.290, -0.392, 0.731], [-1.055, -0.363, 0.373], [-0.127, 0.441, -1.043], [1.009, -0.767, -0.650]], "lowdin_charge": [-0.248, -0.113, 0.139, 0.090, 0.082, 0.144, 0.029, -0.066, 0.086, -0.495, 0.052, -0.071, 0.093, 0.122, 0.069, 0.037, -0.094, -0.120, 0.072, 0.077, 0.117], "lumo_energy_ev": 0.72, "molar_mass_g_mol": 119.2, "fmax_ev_per_a": 6.3, "smiles": "CCNC(=O)CC.O", "gap_ev": 10.265, "energy_ha": -403.48553, "de_lowest_kcal_mol": 57.2, "spin_multiplicity": 1}

***

{"formula": "C5H13NO2", "method": "the ωB97M-V functional and the def2-TZVPD basis", "species": ["H", "H", "H", "O", "H", "C", "C", "H", "O", "H", "C", "N", "C", "H", "H", "H", "H", "H", "C", "H", "H"], "coordinates": [[-0.358, 2.527, 0.778], [0.809, 0.307, -1.892], [-0.661, -0.522, 0.890], [2.423, 0.313, 0.436], [1.952, -2.725, 0.102], [-2.271, 0.695, 0.143], [-0.081, 0.009, -1.331], [2.475, -0.889, -1.218], [-0.555, -1.279, -1.609], [-0.082, 1.431, 2.187], [-0.817, 0.457, 0.435], [1.560, -1.842, 0.392], [-0.069, 1.528, 1.100], [1.034, 1.320, 0.883], [-2.661, -0.074, -0.523], [-0.769, 0.725, -1.777], [-2.838, 0.658, 1.077], [-0.164, -1.868, -0.942], [2.090, -0.693, -0.210], [-2.429, 1.672, -0.312], [1.413, -1.749, 1.389]], "atomic_forces_ev_per_a": [[-0.024, 0.053, 0.087], [0.714, -0.312, 0.986], [-0.056, 0.068, 0.131], [-0.667, -2.027, -1.532], [-0.100, 0.060, -0.151], [-0.014, -0.154, -0.016], [-3.225, 1.666, 1.570], [-0.458, 0.187, -0.142], [0.340, -0.316, 0.062], [-0.486, 0.257, 0.131], [1.367, -1.569, -2.993], [-0.079, 0.848, -0.258], [2.385, 0.009, 0.213], [-1.666, 0.982, 0.286], [-0.069, -0.014, -0.001], [-0.431, -0.184, -0.383], [-0.049, 0.047, -0.009], [-0.081, 0.184, -0.252], [2.462, 0.186, 2.341], [-0.001, 0.055, -0.017], [0.136, -0.025, -0.053]], "lowdin_charge": [0.081, 0.090, 0.096, -0.026, 0.103, -0.104, -0.193, 0.136, -0.107, 0.082, -0.307, 0.101, -0.110, 0.061, 0.076, 0.080, 0.083, 0.054, -0.382, 0.079, 0.109], "lumo_energy_ev": 0.75, "molar_mass_g_mol": 119.2, "fmax_ev_per_a": 4.0, "gap_ev": 9.644, "energy_ha": -403.44968, "de_lowest_kcal_mol": 79.7, "spin_multiplicity": 1}

***

{"formula": "C5H13NO2", "method": "the ωB97M-V functional and the def2-TZVPD basis", "species": ["C", "H", "C", "H", "N", "H", "H", "H", "H", "H", "C", "H", "C", "H", "H", "O", "H", "C", "O", "H", "H"], "coordinates": [[-0.058, 0.433, 0.119], [-0.887, 1.549, -1.350], [1.249, -0.350, 0.328], [-1.268, -1.246, -0.488], [-0.079, 0.946, -1.234], [2.608, -1.690, -0.650], [-2.812, 0.692, -0.559], [1.474, -0.890, -1.738], [-1.103, -1.059, 1.275], [3.116, 0.314, 0.617], [-2.576, 0.226, 0.399], [0.753, 1.509, -1.382], [-1.252, -0.530, 0.333], [0.919, -2.205, -0.701], [-2.519, 1.001, 1.164], [-0.097, 1.456, 1.086], [1.205, -0.847, 1.308], [1.581, -1.350, -0.763], [2.266, 0.728, 0.453], [0.864, 1.780, 1.138], [-3.382, -0.467, 0.647]], "atomic_forces_ev_per_a": [[-0.035, -1.009, -0.158], [0.110, 0.011, 0.005], [0.650, 0.797, 0.389], [0.068, -0.051, 0.051], [-0.071, 0.043, -0.134], [0.107, -0.193, 0.053], [-0.077, 0.018, 0.012], [-0.029, 0.018, -0.150], [0.073, -0.073, -0.002], [0.101, -0.001, 0.028], [0.090, -0.178, 0.026], [-0.079, 0.072, -0.037], [0.126, 0.838, 0.028], [-0.108, -0.190, 0.016], [-0.105, -0.032, -0.043], [1.564, 0.715, 0.454], [-0.097, 0.107, -0.192], [0.229, 0.514, 0.162], [-0.556, -1.001, -0.505], [-1.921, -0.535, 0.030], [-0.039, 0.129, -0.032]], "lowdin_charge": [-0.605, 0.081, -0.320, 0.112, 0.106, 0.078, 0.068, 0.076, 0.116, 0.090, -0.093, 0.087, -0.171, 0.080, 0.074, -0.019, 0.147, -0.036, -0.065, 0.121, 0.072], "lumo_energy_ev": 0.72, "molar_mass_g_mol": 119.2, "fmax_ev_per_a": 2.0, "smiles": "CC[C@@](N)(O)[C@@H](C)O", "gap_ev": 10.116, "energy_ha": -403.54919, "de_lowest_kcal_mol": 17.2, "spin_multiplicity": 1}

***

{"formula": "C5H13NO2", "method": "the ωB97M-V functional and the def2-TZVPD basis", "species": ["H", "C", "H", "O", "H", "C", "H", "H", "O", "H", "N", "H", "H", "H", "C", "H", "C", "H", "H", "C", "H"], "coordinates": [[-1.366, 0.947, -2.118], [0.302, 0.267, 0.718], [-1.156, -1.960, -0.023], [-0.900, -1.282, -0.674], [-0.891, -1.680, 2.583], [0.695, 0.500, -1.682], [0.812, -0.312, -2.395], [-0.484, 2.292, -1.359], [1.476, 0.783, 1.126], [1.333, 1.291, 1.936], [-0.826, 0.952, 1.025], [-1.667, 0.563, 0.617], [-0.222, 1.907, -3.048], [1.212, -1.405, -0.252], [-0.402, 1.457, -2.062], [1.652, 0.969, -1.464], [0.307, -0.827, -0.158], [0.891, -1.625, 2.531], [-0.780, 1.961, 1.027], [-0.010, -1.867, 1.962], [0.024, -2.932, 1.712]], "atomic_forces_ev_per_a": [[0.006, 0.041, 0.036], [-0.139, -0.360, 1.258], [-0.104, -0.013, 0.111], [0.511, -0.078, 0.648], [0.031, -0.016, 0.070], [-0.122, -1.451, 0.706], [0.079, 0.156, -0.191], [-0.047, -0.054, -0.038], [-0.696, -0.424, -0.171], [0.006, -0.024, -0.038], [0.254, -0.216, -0.167], [0.084, -0.019, 0.036], [0.012, -0.070, 0.092], [-0.075, -0.080, 0.204], [-0.052, 0.077, -0.015], [-0.018, -0.044, 0.033], [0.362, 2.413, -2.963], [0.017, -0.003, 0.033], [0.092, -0.078, 0.057], [-0.237, 0.275, 0.434], [0.037, -0.033, -0.134]], "lowdin_charge": [0.068, -0.454, 0.090, -0.032, -0.028, -0.121, 0.073, 0.055, 0.112, 0.135, 0.196, 0.121, 0.070, 0.140, -0.161, 0.071, -0.286, -0.024, 0.120, -0.119, -0.024], "lumo_energy_ev": [0.43, 0.43], "molar_mass_g_mol": 119.2, "fmax_ev_per_a": 3.8, "gap_ev": [6.479, 6.481], "energy_ha": -403.35373, "de_lowest_kcal_mol": 139.9, "spin_multiplicity": 1}